{
  "formula": "C10H14FN",
  "method": "the ωB97M-V functional and the def2-TZVPD basis",
  "symbols": ["C", "C", "C", "C", "C", "C", "C", "C", "C", "C", "H", "H", "H", "H", "H", "H", "H", "H", "H", "H", "H", "H", "H", "H", "N", "F"],
  "positions_angstrom": [[-3.1545, 0.6369, -0.5133], [-2.1815, -0.3724, 1.3455], [-1.1891, -0.7204, -0.8314], [0.0747, -1.2690, -0.2786], [1.2140, -0.3442, -0.1300], [1.0892, 1.0333, -0.1310], [2.2047, 1.8449, -0.0186], [3.5155, 1.3262, 0.0806], [3.6690, -0.0765, 0.1038], [2.5205, -0.8743, 0.0114], [-2.9945, 0.9353, -1.5395], [-3.4931, 1.4740, 0.0787], [-3.9557, -0.1439, -0.5049], [-2.8786, 0.2853, 1.9163], [-1.2857, -0.5362, 1.9313], [-2.7400, -1.3482, 1.3680], [-0.9929, -0.1696, -1.7703], [-1.7839, -1.5962, -1.1225], [0.3078, -2.1254, -0.9592], [-0.1130, -1.7989, 0.6824], [0.1343, 1.6003, -0.2612], [2.2348, 2.9609, -0.0623], [4.4526, 1.9143, 0.3631], [4.5718, -0.6421, 0.1935], [-1.9083, 0.2084, 0.0619], [2.6820, -2.2023, -0.0137]],
  "forces_ev_per_a": [[-0.39, -0.31, -0.13], [-1.08, -0.26, 1.33], [-0.85, 0.95, -0.37], [0.07, -1.99, 0.17], [1.31, -0.38, 0.18], [-0.46, 1.65, -0.38], [2.58, 1.30, -0.09], [0.61, -0.99, 1.19], [-1.74, -0.01, -0.13], [-0.26, 1.85, -0.39], [-0.05, 0.26, -0.29], [-0.39, 0.36, -0.04], [0.44, 0.23, -0.01], [0.76, -0.13, -0.31], [0.21, 0.19, 0.13], [0.37, 0.33, -0.62], [0.03, -0.17, 0.33], [-0.50, 0.07, 0.13], [0.35, 0.69, 0.42], [0.04, 0.36, -0.43], [0.66, -1.20, 0.21], [-0.91, -1.04, 0.13], [-1.66, -0.43, -0.90], [0.72, 0.23, 0.09], [0.19, -1.09, -0.31], [-0.08, -0.47, 0.09]],
  "nbo_charge": [-0.41, -0.42, -0.21, -0.44, -0.10, -0.20, -0.23, -0.20, -0.28, 0.41, 0.20, 0.20, 0.16, 0.20, 0.20, 0.16, 0.20, 0.17, 0.23, 0.23, 0.25, 0.22, 0.22, 0.23, -0.44, -0.33],
  "lumo_ev": 0.969,
  "e_above_lowest_kj_mol": 53.11,
  "homo_ev": -8.7,
  "smiles": "CN(C)CCc1ccccc1F",
  "max_force_ev_per_a": 2.9,
  "gap_ev": 9.677,
  "e_tot_ev": -14803.8214
}

---

{
  "formula": "C10H14N2",
  "method": "the ωB97M-V functional and the def2-TZVPD basis",
  "symbols": ["C", "C", "C", "C", "C", "C", "C", "C", "C", "C", "N", "N", "H", "H", "H", "H", "H", "H", "H", "H", "H", "H", "H", "H", "H", "H"],
  "positions_angstrom": [[3.4586, -1.2818, 0.8190], [3.4133, -1.8351, -0.4262], [3.1428, 0.1135, 0.7532], [2.8312, 0.3377, -0.6433], [2.2446, 1.3845, -1.1709], [3.0094, 0.9667, 1.7764], [-1.6907, 0.1986, 0.0658], [-2.8508, -0.4555, -0.0305], [-1.5170, 1.5573, 0.7296], [-3.2054, -1.4513, -1.1147], [1.9900, 2.4091, -1.7660], [2.9236, -0.9374, -1.3531], [3.8169, -1.5963, 1.7800], [3.6324, -2.7679, -0.8596], [3.0158, 0.6406, 2.7481], [2.9647, 1.9994, 1.5766], [-0.8887, -0.0509, -0.6004], [-3.7281, 0.0512, 0.5805], [-2.1717, 1.4520, 1.5847], [-1.8660, 2.4360, 0.1737], [-0.5297, 1.6550, 0.9200], [-3.9427, -2.2770, -0.6583], [-2.4902, -2.0766, -1.5842], [-3.7227, -0.9872, -1.8390], [1.1191, 2.8505, -1.9197], [2.4001, -1.0604, -2.1594]],
  "forces_ev_per_a": [[0.61, -0.85, -0.33], [-1.13, 0.90, 0.58], [-0.81, 0.21, 0.11], [-0.68, -0.83, -1.12], [-0.15, 0.55, -0.52], [0.41, 0.04, -2.05], [-0.91, 1.00, -1.24], [-0.74, 1.62, 0.48], [-3.26, -1.65, -0.49], [-1.20, -3.31, 4.66], [1.53, 0.04, -0.09], [1.67, 2.55, 2.36], [0.25, -0.96, -0.16], [0.37, -1.30, 0.32], [0.38, -0.70, 2.20], [-0.48, 1.14, -0.05], [0.49, -0.59, -0.23], [1.56, -1.46, -1.26], [0.31, 0.66, 0.78], [0.01, -0.45, -0.36], [3.07, 0.70, 1.30], [1.27, 1.78, -0.92], [1.48, -0.06, -0.11], [-2.00, 1.77, -2.61], [-1.28, 0.01, 0.16], [-0.74, -0.80, -1.40]],
  "nbo_charge": [-0.33, 0.04, -0.02, -0.10, 0.43, -0.46, -0.18, -0.18, -0.64, -0.63, -0.61, -0.57, 0.23, 0.21, 0.20, 0.19, 0.18, 0.19, 0.21, 0.21, 0.21, 0.20, 0.22, 0.21, 0.39, 0.40],
  "lumo_ev": [0.661, 0.661],
  "e_above_lowest_kj_mol": 466.42,
  "homo_ev": [-6.8, -6.8],
  "smiles": "C=c1cc[nH]c1=C=N.C/C=C/C",
  "max_force_ev_per_a": 5.8,
  "gap_ev": [7.470, 7.471],
  "e_tot_ev": -13572.3534
}

---

{
  "formula": "C10H14N2O2S",
  "method": "the ωB97M-V functional and the def2-TZVPD basis",
  "symbols": ["C", "C", "C", "C", "C", "C", "C", "C", "C", "C", "N", "N", "O", "O", "S", "H", "H", "H", "H", "H", "H", "H", "H", "H", "H", "H", "H", "H", "H"],
  "positions_angstrom": [[-3.3630, 1.4063, -0.6350], [0.7554, -2.8947, 0.4314], [3.2994, 0.8353, 1.2761], [-2.0902, 1.3688, -0.8746], [1.6104, -2.3674, -0.4239], [2.2599, 0.6705, 0.4754], [0.7454, 0.9707, 0.7968], [-2.2888, -1.6321, 0.0434], [-1.0964, 2.1711, -0.1138], [1.3305, -1.2771, -1.3290], [0.2610, 0.5951, 1.8702], [0.1949, 1.6852, -0.1899], [-2.3635, -2.2434, -0.9305], [-2.2319, -1.0512, 1.0281], [2.6630, -0.0077, -1.1692], [-4.0029, 0.8816, -1.2717], [-3.8719, 2.1631, -0.1796], [1.2430, -3.4351, 1.2732], [-0.1322, -2.3394, 0.7356], [4.3560, 0.4888, 1.0586], [3.0067, 1.0262, 2.2213], [-1.6995, 0.5278, -1.4224], [2.5409, -2.8778, -0.7407], [-1.4073, 2.0559, 0.9964], [-1.2003, 3.2943, -0.3998], [0.2914, -0.6735, -1.2048], [1.1880, -1.6325, -2.3872], [-0.6278, 0.8681, 2.0739], [0.6296, 1.4233, -1.0084]],
  "forces_ev_per_a": [[-0.47, -0.28, -1.95], [1.18, 0.81, 2.68], [0.95, -1.62, -2.17], [1.15, -0.67, 0.76], [0.09, -1.56, -1.20], [-0.51, -1.10, -1.38], [3.15, -0.37, -0.25], [-0.31, -0.52, -0.38], [-2.32, 2.04, 1.43], [-2.78, 2.70, -1.63], [2.86, -1.56, 1.73], [0.67, 0.69, 0.75], [-0.01, -0.28, -0.83], [0.11, 0.69, 1.32], [-0.80, 0.30, -0.22], [-0.94, -1.44, -0.67], [-0.88, 2.02, 1.93], [-0.88, -0.63, -0.95], [0.13, -0.27, -0.29], [-1.60, 0.65, 0.10], [-0.29, 1.28, 3.34], [0.21, 0.00, -0.66], [-0.27, 0.29, 0.96], [0.42, 0.75, -1.81], [0.39, -1.74, 0.53], [2.19, -1.68, 0.31], [0.87, 0.48, 0.75], [-3.10, 0.77, 0.50], [0.76, 0.25, -2.70]],
  "nbo_charge": [-0.38, -0.40, -0.37, -0.18, -0.19, -0.17, 0.43, 1.03, -0.26, -0.57, -0.70, -0.63, -0.52, -0.51, 0.19, 0.19, 0.19, 0.21, 0.18, 0.22, 0.21, 0.19, 0.21, 0.21, 0.21, 0.20, 0.25, 0.34, 0.40],
  "lumo_ev": 0.625,
  "e_above_lowest_kj_mol": 395.45,
  "homo_ev": -8.8,
  "smiles": "[H]/N=C(\\NCC=C)C(=C)SCC=C.O=C=O",
  "max_force_ev_per_a": 4.2,
  "gap_ev": 9.397,
  "e_tot_ev": -28503.8658
}

---

{
  "formula": "C10H14N2S",
  "method": "the ωB97M-V functional and the def2-TZVPD basis",
  "symbols": ["C", "C", "C", "C", "C", "C", "C", "C", "C", "C", "H", "H", "H", "H", "H", "H", "H", "H", "H", "H", "H", "H", "H", "H", "N", "N", "S"],
  "positions_angstrom": [[2.1491, -2.1575, 0.3191], [0.2717, -1.1554, -1.0100], [-1.0217, -0.4951, -0.4549], [-1.0225, -0.3326, 0.9465], [-2.0791, 0.1666, 1.6033], [-3.1453, 0.6148, 0.8325], [-3.1390, 0.5366, -0.5786], [-2.0210, 0.0589, -1.2168], [1.9486, 0.3928, 0.1372], [1.5890, 1.5601, -0.8114], [3.1969, -1.8844, 0.4594], [2.0755, -2.9633, -0.5110], [1.5431, -2.5356, 1.2908], [0.3586, -0.9524, -2.1362], [0.0186, -2.2257, -0.9799], [-0.2819, -0.7845, 1.6541], [-2.0150, 0.2536, 2.7353], [-4.0603, 0.8325, 1.3514], [-4.0224, 0.9146, -1.1420], [-1.8837, 0.0801, -2.3561], [3.0079, 1.4591, 1.3937], [0.9250, 1.2058, -1.5982], [2.5006, 1.9450, -1.3519], [-0.2020, 2.8271, 0.5883], [1.5752, -0.9018, -0.2890], [2.7576, 0.4444, 1.1550], [0.9762, 3.0964, -0.0306]],
  "forces_ev_per_a": [[-1.45, 0.13, -0.44], [-0.31, 0.52, -1.33], [2.88, 0.43, 1.23], [1.57, -2.10, 0.17], [-1.16, 1.37, 1.44], [-0.88, -0.60, -0.52], [-1.22, 1.04, 1.08], [0.71, -0.46, -2.21], [1.59, -1.14, 0.75], [-0.05, -0.21, 0.12], [-0.18, -0.58, 0.69], [0.10, 1.25, 1.52], [1.66, 0.98, -2.07], [-0.01, 0.01, 1.44], [0.68, 0.16, 0.20], [0.00, 0.46, -1.38], [-0.53, -0.12, -1.65], [-0.31, 0.61, -0.05], [0.85, -0.37, 0.49], [-0.49, -0.12, 1.79], [-0.43, -1.77, -0.72], [-0.15, 0.14, 0.13], [-0.70, -0.58, 0.77], [0.38, -0.63, -0.41], [-1.81, -0.72, -0.53], [-0.94, 2.03, -0.58], [0.19, 0.29, 0.07]],
  "nbo_charge": [-0.40, -0.24, -0.03, -0.24, -0.20, -0.22, -0.21, -0.23, 0.44, -0.59, 0.24, 0.20, 0.20, 0.20, 0.22, 0.23, 0.22, 0.21, 0.22, 0.22, 0.35, 0.23, 0.26, 0.14, -0.46, -0.72, -0.04],
  "lumo_ev": 0.751,
  "e_above_lowest_kj_mol": 240.92,
  "homo_ev": -8.5,
  "smiles": "[H]/N=C(\\CS)N(C)Cc1ccccc1",
  "max_force_ev_per_a": 3.2,
  "gap_ev": 9.292,
  "e_tot_ev": -24410.8869
}